No. 1
Here is C9H18BiClIN2OP as an isolated structure in a non-equilibrium geometry from the Open Molecules 2025 dataset. Energies are from ωB97M-V/def2-TZVPD.

```
34
Properties=species:S:1:pos:R:3:nbo_charge:R:1
N 0.4415 -0.4893 4.8514 -0.484
N -0.4341 -0.4606 2.8345 -0.566
C 0.4548 0.1272 3.6454 0.393
I 1.2961 2.3433 -0.1290 0.085
C -0.4665 -1.5370 4.8177 -0.049
H -0.1093 -1.7304 -3.5049 0.260
C -1.0021 -1.5222 3.5589 -0.100
O 3.9972 -0.2227 -0.1637 -0.390
H -1.8229 -1.3778 -3.0765 0.279
H -0.0651 -2.2191 -0.4744 0.267
Cl -3.1113 -1.3912 -0.6078 -0.459
H 1.0354 -0.1786 5.6141 0.448
H 2.4133 0.9540 3.6401 0.253
H -2.4251 1.5887 -2.6959 0.269
H -1.7278 -2.1673 3.0882 0.235
H -1.4897 1.6454 -4.2354 0.289
H 1.9084 -0.0712 -3.3875 0.260
C -0.9164 -0.9845 -3.5575 -0.982
P -0.3101 0.4250 -2.5674 1.259
H 1.6870 1.6856 -3.1902 0.266
C 1.3784 1.2667 3.4279 -0.684
H 1.0711 -1.0280 -1.1209 0.215
H -1.0937 -0.6450 -4.5917 0.285
Bi -1.3521 0.1033 0.3411 1.532
C 0.4123 -1.2430 -0.2749 -1.025
C -1.4316 1.7365 -3.1433 -0.975
C 1.2143 0.7635 -3.5485 -0.965
H -1.0171 2.7083 -2.8448 0.269
H 0.9755 0.8055 -4.6267 0.291
C 3.0533 0.4110 -0.2463 0.517
H 1.3411 1.6353 2.3898 0.221
H -0.6442 -2.1670 5.6675 0.261
H 1.1266 2.1086 4.0937 0.264
H 1.0422 -1.2467 0.6189 0.262
```

Its charge is +2. For the gap between HOMO and LUMO (spin up / spin down), the calculation gives 5.8 / 4.3 eV. For the LUMO energy (spin up / spin down), the calculation gives -9.2088 / -10.7234 eV. The total energy comes out at -50386.5350 eV. The HOMO energy (spin up / spin down) is -15.0 / -15.0 eV. The energy above the lowest of the compared OMol25 structures with the same formula, charge and spin is 129.6 kJ/mol. The value obtained for the largest force on an atom is 3.8 eV/Å.

=====

No. 2
Here is C5H17N4P2 as an isolated structure in a non-equilibrium geometry from the Open Molecules 2025 dataset. Energies are from ωB97M-V/def2-TZVPD.

```
28
Properties=species:S:1:pos:R:3:nbo_charge:R:1
N 0.6233 2.6389 -1.1961 -1.152
H 0.8806 3.4734 -0.8053 0.357
N 3.2136 -0.1034 0.1884 -0.912
H -1.0005 -1.8270 1.1844 0.198
H -1.9950 -3.0414 -0.8963 0.230
N -1.6853 0.2613 -0.4514 -0.976
H -0.3624 -1.3860 -0.9553 0.224
C -1.2532 2.1542 1.5548 -0.989
P -0.5372 1.0467 0.3199 2.093
C -1.4342 -0.9588 -1.1326 -0.242
H -0.3028 2.5971 2.0537 0.294
H 0.2136 2.6720 -2.1024 0.369
H -3.4100 -1.9103 -0.8317 0.213
H 5.0660 0.6039 -0.6040 0.219
H -2.3912 -3.1786 1.2747 0.236
H -2.6429 0.6617 -0.2843 0.449
H -1.9474 1.5684 2.1216 0.271
C 4.5697 -0.2892 -0.3129 -0.405
H 2.9651 -0.2823 1.1203 0.419
H 4.3680 -0.7396 -1.2708 0.211
H 5.1255 -0.8762 0.2510 0.222
H -1.8594 2.8743 1.1758 0.273
P 1.9115 0.4742 -0.6059 1.428
H -2.9199 -1.5696 1.4721 0.206
N 0.7675 0.2821 0.5923 -1.425
C -2.3369 -2.0656 -0.5788 -0.421
C -2.1606 -2.1626 0.9485 -0.614
H -1.4654 -0.9177 -2.2295 0.225
```

Its charge is +1. For the gap between HOMO and LUMO (spin up / spin down), the calculation gives 8.3 / 8.3 eV. For the LUMO energy (spin up / spin down), the calculation gives -3.7032 / -3.7032 eV. The total energy comes out at -29990.3053 eV. The HOMO energy (spin up / spin down) is -12.0 / -12.0 eV. The energy above the lowest of the compared OMol25 structures with the same formula, charge and spin is 391.2 kJ/mol. The value obtained for the largest force on an atom is 5.8 eV/Å.

=====

No. 3
Here is C21H16Cl5EuF3N2O3PS as an isolated structure from the Open Molecules 2025 dataset. Energies are from ωB97M-V/def2-TZVPD.

```
53
Properties=species:S:1:pos:R:3:nbo_charge:R:1
H -1.1005 -0.3675 5.9317 0.236
O 4.7157 -0.6876 1.2572 -0.601
C -1.3280 3.6088 -1.4204 -1.012
H -2.3066 2.4700 1.0365 0.281
C 2.5915 1.1886 -2.4491 0.053
Cl -1.9305 -6.1759 -3.1973 0.057
C -3.0515 1.5434 -2.5492 -1.009
H -2.6481 0.7742 0.7035 0.272
P -1.8577 1.9030 -1.2561 1.974
H -3.2611 0.4730 -2.5172 0.270
C -0.9099 -0.4651 4.8719 -0.095
F -0.3446 1.7841 6.2185 -0.330
C -0.8966 -1.7309 2.8715 0.092
C -0.5183 -2.4350 -1.0225 -0.528
Eu 0.6256 -0.4018 -0.0500 1.812
Cl -3.0222 -1.8375 -0.1773 -0.038
H -2.6355 1.7899 -3.5254 0.253
N -0.4333 -0.6844 2.1842 -0.590
C -1.8403 -2.8310 -1.0292 0.062
C 3.7578 1.6413 -3.0373 -0.249
C 4.9590 0.7365 -1.1777 -0.207
C 0.3364 -3.2441 -1.7455 -0.033
Cl 1.0740 -5.3549 -3.3000 0.055
H 5.8922 1.7551 -2.8181 0.224
Cl 2.0384 -2.7675 -1.8317 0.025
O -0.6783 0.9629 -1.4032 -1.141
H 5.8573 0.5204 -0.6178 0.256
H -3.9803 2.0931 -2.4005 0.247
O 2.5022 -0.8853 0.9594 -0.810
H -2.1787 4.2874 -1.3424 0.250
C 4.9618 1.4122 -2.3849 -0.147
H -1.5472 -2.5276 4.7479 0.230
C -0.1595 1.9165 4.8874 0.984
C 3.7469 0.3066 -0.6604 0.127
H -3.7961 2.0072 0.1552 0.248
C -0.1713 0.4921 2.7898 0.145
H -0.8334 3.7600 -2.3790 0.252
C -1.3981 -4.7590 -2.3807 -0.080
N 2.5873 0.5352 -1.2851 -0.512
C 3.6889 -0.4860 0.6471 0.766
F -1.0114 2.8784 4.4786 -0.324
F 1.0838 2.3788 4.7176 -0.307
H 3.7202 2.1600 -3.9847 0.226
C -2.7393 1.7862 0.3085 -1.027
H 1.6232 1.3461 -2.9104 0.209
H -0.6286 3.8253 -0.6117 0.273
C -0.0519 -4.3960 -2.4247 -0.103
S 0.4122 1.7723 1.7592 -0.326
C -2.3108 -3.9676 -1.6813 -0.139
C -1.1611 -1.6683 4.2210 -0.297
C -0.4060 0.6131 4.1765 -0.232
H -1.0631 -2.6346 2.2967 0.210
Cl -3.9747 -4.4143 -1.6493 0.047
```

For the gap between HOMO and LUMO (spin up / spin down), the calculation gives 7.8 / 8.2 eV. As for the spin multiplicity: 7. For the LUMO energy (spin up / spin down), the calculation gives -0.3284 / 0.0408 eV. The total energy comes out at -141382.7223 eV. Its expectation value of S² is 12.01. The HOMO energy (spin up / spin down) is -8.1 / -8.1 eV. The energy above the lowest of the compared OMol25 structures with the same formula, charge and spin is 0.0 kJ/mol. The value obtained for the largest force on an atom is 0.3 eV/Å.

=====

Q: Which value of energy above the lowest of the compared OMol25 structures with the same formula, charge and spin does entry 3 give?
A: 0.0 kJ/mol

=====

What did the third record say?
Here is C21H16Cl5EuF3N2O3PS as an isolated structure from the Open Molecules 2025 dataset. Energies are from ωB97M-V/def2-TZVPD.

```
53
Properties=species:S:1:pos:R:3:nbo_charge:R:1
H -1.1005 -0.3675 5.9317 0.236
O 4.7157 -0.6876 1.2572 -0.601
C -1.3280 3.6088 -1.4204 -1.012
H -2.3066 2.4700 1.0365 0.281
C 2.5915 1.1886 -2.4491 0.053
Cl -1.9305 -6.1759 -3.1973 0.057
C -3.0515 1.5434 -2.5492 -1.009
H -2.6481 0.7742 0.7035 0.272
P -1.8577 1.9030 -1.2561 1.974
H -3.2611 0.4730 -2.5172 0.270
C -0.9099 -0.4651 4.8719 -0.095
F -0.3446 1.7841 6.2185 -0.330
C -0.8966 -1.7309 2.8715 0.092
C -0.5183 -2.4350 -1.0225 -0.528
Eu 0.6256 -0.4018 -0.0500 1.812
Cl -3.0222 -1.8375 -0.1773 -0.038
H -2.6355 1.7899 -3.5254 0.253
N -0.4333 -0.6844 2.1842 -0.590
C -1.8403 -2.8310 -1.0292 0.062
C 3.7578 1.6413 -3.0373 -0.249
C 4.9590 0.7365 -1.1777 -0.207
C 0.3364 -3.2441 -1.7455 -0.033
Cl 1.0740 -5.3549 -3.3000 0.055
H 5.8922 1.7551 -2.8181 0.224
Cl 2.0384 -2.7675 -1.8317 0.025
O -0.6783 0.9629 -1.4032 -1.141
H 5.8573 0.5204 -0.6178 0.256
H -3.9803 2.0931 -2.4005 0.247
O 2.5022 -0.8853 0.9594 -0.810
H -2.1787 4.2874 -1.3424 0.250
C 4.9618 1.4122 -2.3849 -0.147
H -1.5472 -2.5276 4.7479 0.230
C -0.1595 1.9165 4.8874 0.984
C 3.7469 0.3066 -0.6604 0.127
H -3.7961 2.0072 0.1552 0.248
C -0.1713 0.4921 2.7898 0.145
H -0.8334 3.7600 -2.3790 0.252
C -1.3981 -4.7590 -2.3807 -0.080
N 2.5873 0.5352 -1.2851 -0.512
C 3.6889 -0.4860 0.6471 0.766
F -1.0114 2.8784 4.4786 -0.324
F 1.0838 2.3788 4.7176 -0.307
H 3.7202 2.1600 -3.9847 0.226
C -2.7393 1.7862 0.3085 -1.027
H 1.6232 1.3461 -2.9104 0.209
H -0.6286 3.8253 -0.6117 0.273
C -0.0519 -4.3960 -2.4247 -0.103
S 0.4122 1.7723 1.7592 -0.326
C -2.3108 -3.9676 -1.6813 -0.139
C -1.1611 -1.6683 4.2210 -0.297
C -0.4060 0.6131 4.1765 -0.232
H -1.0631 -2.6346 2.2967 0.210
Cl -3.9747 -4.4143 -1.6493 0.047
```

For the gap between HOMO and LUMO (spin up / spin down), the calculation gives 7.8 / 8.2 eV. As for the spin multiplicity: 7. For the LUMO energy (spin up / spin down), the calculation gives -0.3284 / 0.0408 eV. The total energy comes out at -141382.7223 eV. Its expectation value of S² is 12.01. The HOMO energy (spin up / spin down) is -8.1 / -8.1 eV. The energy above the lowest of the compared OMol25 structures with the same formula, charge and spin is 0.0 kJ/mol. The value obtained for the largest force on an atom is 0.3 eV/Å.

=====

Q: Number 1 is which compound?
A: C9H18BiClIN2OP

=====

Copy entry 1 word for word.
Here is C9H18BiClIN2OP as an isolated structure in a non-equilibrium geometry from the Open Molecules 2025 dataset. Energies are from ωB97M-V/def2-TZVPD.

```
34
Properties=species:S:1:pos:R:3:nbo_charge:R:1
N 0.4415 -0.4893 4.8514 -0.484
N -0.4341 -0.4606 2.8345 -0.566
C 0.4548 0.1272 3.6454 0.393
I 1.2961 2.3433 -0.1290 0.085
C -0.4665 -1.5370 4.8177 -0.049
H -0.1093 -1.7304 -3.5049 0.260
C -1.0021 -1.5222 3.5589 -0.100
O 3.9972 -0.2227 -0.1637 -0.390
H -1.8229 -1.3778 -3.0765 0.279
H -0.0651 -2.2191 -0.4744 0.267
Cl -3.1113 -1.3912 -0.6078 -0.459
H 1.0354 -0.1786 5.6141 0.448
H 2.4133 0.9540 3.6401 0.253
H -2.4251 1.5887 -2.6959 0.269
H -1.7278 -2.1673 3.0882 0.235
H -1.4897 1.6454 -4.2354 0.289
H 1.9084 -0.0712 -3.3875 0.260
C -0.9164 -0.9845 -3.5575 -0.982
P -0.3101 0.4250 -2.5674 1.259
H 1.6870 1.6856 -3.1902 0.266
C 1.3784 1.2667 3.4279 -0.684
H 1.0711 -1.0280 -1.1209 0.215
H -1.0937 -0.6450 -4.5917 0.285
Bi -1.3521 0.1033 0.3411 1.532
C 0.4123 -1.2430 -0.2749 -1.025
C -1.4316 1.7365 -3.1433 -0.975
C 1.2143 0.7635 -3.5485 -0.965
H -1.0171 2.7083 -2.8448 0.269
H 0.9755 0.8055 -4.6267 0.291
C 3.0533 0.4110 -0.2463 0.517
H 1.3411 1.6353 2.3898 0.221
H -0.6442 -2.1670 5.6675 0.261
H 1.1266 2.1086 4.0937 0.264
H 1.0422 -1.2467 0.6189 0.262
```

Its charge is +2. For the gap between HOMO and LUMO (spin up / spin down), the calculation gives 5.8 / 4.3 eV. For the LUMO energy (spin up / spin down), the calculation gives -9.2088 / -10.7234 eV. The total energy comes out at -50386.5350 eV. The HOMO energy (spin up / spin down) is -15.0 / -15.0 eV. The energy above the lowest of the compared OMol25 structures with the same formula, charge and spin is 129.6 kJ/mol. The value obtained for the largest force on an atom is 3.8 eV/Å.